(1)
ORCA calculation (ωB97M-V/def2-TZVPD) on C5H8O2S in the gas phase in a non-equilibrium geometry.

For the electronic energy, the calculation gives -743.928019 Ha. The value obtained for the lowest unoccupied orbital energy is 0.63 eV. As for the frontier orbital gap: 9.6 eV. The value obtained for the relative energy (zero: lowest compared OMol25 entry of this formula, charge and spin) is 155.9 kJ/mol. The value obtained for the highest occupied orbital energy is -8.98 eV. The calculation puts the molar mass at 132.18 g mol⁻¹.

The geometry in XYZ format:
```
16
C5H8O2S (ωB97M-V/def2-TZVPD)
C -0.46037 1.79232 0.02660
C -1.82046 1.44866 0.67851
C -1.25173 0.04379 1.02533
C -0.17681 0.25204 -0.11235
C 1.63366 -1.23660 0.07245
H -0.91063 2.25296 -1.86743
H 0.28393 2.21560 0.74210
H -2.08762 2.05948 1.55218
H -2.68105 1.39742 -0.00403
H -0.80180 -0.04006 2.00694
H -1.84396 -0.83143 0.80041
H -0.42730 -0.24571 -1.07190
H 2.69872 -1.26730 0.33299
O -0.43192 2.62827 -1.06299
O 1.15429 -0.04031 0.22596
S 0.77782 -2.50287 -0.37114
```

---

(2)
ORCA calculation (ωB97M-V/def2-TZVPD) on C10H27Cl2OPW as an isolated structure in a non-equilibrium geometry.

For the electronic energy, the calculation gives -1801.166225 Ha. The value obtained for the lowest unoccupied orbital energy (alpha / beta) is 0.30 / -0.38 eV. Its expectation value of S² is 2.01. As for the frontier orbital gap (alpha / beta): 7.0 / 6.8 eV. The value obtained for the highest occupied orbital energy (alpha / beta) is -6.74 / -7.16 eV. The multiplicity is 3. The calculation puts the molar mass at 449.05 g mol⁻¹.

The geometry in XYZ format:
```
42
C10H27Cl2OPW (ωB97M-V/def2-TZVPD)
W -0.04901 3.08315 -1.56632
Cl -1.58657 2.00894 -2.72225
Cl 2.12189 2.71043 -1.89038
H 0.15591 2.52299 0.22081
H -0.66918 2.14924 -0.15823
P -0.59091 5.27329 -1.79031
C -2.16398 6.15492 -1.21198
C 0.62806 6.65789 -1.68103
C -0.91903 5.31508 -3.66896
C -2.59171 5.91981 0.22246
H -2.90472 5.73021 -1.91089
C -2.10859 7.70162 -1.35820
H -1.37927 8.13288 -0.66200
H -3.06873 8.12329 -1.03307
H -1.93267 8.10411 -2.36025
H -2.89423 4.90752 0.46761
H -3.47426 6.54282 0.37465
H -1.83272 6.26142 0.92715
H -1.92354 4.85740 -3.69742
C 0.04204 4.47076 -4.49726
C -0.99922 6.74932 -4.25866
H -1.87607 7.31099 -3.92880
H -1.07529 6.70557 -5.35135
H -0.08275 7.32239 -4.09005
H 0.07939 3.41904 -4.19868
H 1.06401 4.87071 -4.52804
H -0.33439 4.47375 -5.53057
C 0.95157 7.09577 -0.25922
H 0.08748 7.49784 -2.14059
C 1.89273 6.48326 -2.51758
H 0.11389 7.56315 0.26132
H 1.67276 7.90824 -0.37634
H 1.39009 6.32050 0.37909
H 2.45976 5.55569 -2.35109
H 2.52429 7.34035 -2.25922
H 1.71551 6.61945 -3.58925
C 0.19440 -3.64412 0.08055
O 0.03127 -3.88154 1.47515
H 0.57125 -2.64380 -0.17356
H -0.84392 -3.76795 -0.25070
H 0.85980 -4.37935 -0.40279
H 0.67777 -3.34083 1.94723
```

---

(3)
ORCA calculation (ωB97M-V/def2-TZVPD) on a 19-piece molecular cluster, C76H133N19 overall in a non-equilibrium geometry.

For the electronic energy, the calculation gives -4015.840940 Ha. The value obtained for the lowest unoccupied orbital energy is 0.05 eV. As for the frontier orbital gap: 11.3 eV. The value obtained for the relative energy (zero: lowest compared OMol25 entry of this formula, charge and spin) is 238.9 kJ/mol. The value obtained for the highest occupied orbital energy is -11.21 eV. The calculation puts the molar mass at 1313.03 g mol⁻¹.

The geometry in XYZ format:
```
228
C76H133N19 (ωB97M-V/def2-TZVPD)
C 6.50647 -28.34498 3.50392
C 5.74555 -28.75802 4.78351
C 5.92834 -27.73186 5.91118
C 5.43942 -26.34375 5.58394
N 5.02293 -25.28887 5.30934
H 6.41887 -29.05681 2.68311
H 7.57472 -28.29946 3.71572
H 6.23200 -27.40215 3.03081
H 6.16269 -29.70469 5.12690
H 4.66858 -28.90910 4.70995
H 6.95941 -27.64136 6.25295
H 5.38890 -28.13132 6.76998
C 3.87013 -26.07757 2.14738
C 2.64161 -25.11245 2.29559
C 1.45651 -25.84321 2.91757
C 0.74327 -26.70292 1.97993
N 0.18038 -27.39043 1.21457
H 4.14003 -26.49809 3.11610
H 4.75051 -25.56001 1.76637
H 3.52038 -26.90004 1.52343
H 2.34949 -24.65180 1.35189
H 3.06017 -24.31247 2.90627
H 0.74711 -25.10580 3.29318
H 1.81014 -26.38681 3.79366
C 1.20604 -31.49723 7.18757
C 0.81220 -32.76986 7.95229
C 0.04226 -33.84630 7.11207
C -0.52385 -34.97687 7.91721
N -0.87827 -35.87358 8.56353
H 0.36744 -30.96204 6.74212
H 1.82071 -31.72031 6.31549
H 1.77194 -30.73838 7.72794
H 0.21822 -32.48719 8.82141
H 1.69767 -33.26285 8.35354
H 0.73843 -34.20052 6.35182
H -0.78657 -33.40246 6.56057
C 8.58896 -33.53252 -2.44479
C 9.71690 -32.88148 -3.31331
C 11.12333 -32.60224 -2.66819
C 11.85173 -33.87627 -2.39604
N 12.41686 -34.84140 -2.20625
H 7.74667 -33.71833 -3.11121
H 8.28469 -32.90425 -1.60765
H 8.93957 -34.49263 -2.06615
H 9.35602 -31.96022 -3.77064
H 9.82232 -33.58838 -4.13628
H 10.97605 -32.09339 -1.71558
H 11.73047 -31.94807 -3.29393
C 6.42679 -24.99567 -1.32912
C 6.66365 -23.63017 -0.65081
C 7.88399 -23.70625 0.28843
C 7.68286 -24.49898 1.50562
N 7.54888 -25.11483 2.47256
H 7.32722 -25.33083 -1.84391
H 5.60256 -24.91220 -2.03749
H 6.18277 -25.77892 -0.61145
H 5.79225 -23.31021 -0.07949
H 6.91173 -22.86112 -1.38231
H 8.17459 -22.69273 0.56489
H 8.74635 -24.15775 -0.20207
C 4.26635 -34.88510 0.36894
C 4.83910 -33.88671 -0.60110
C 5.04477 -34.47545 -1.97134
C 5.79272 -35.76570 -2.01415
N 6.38464 -36.74042 -2.05668
H 3.18920 -34.97037 0.22551
H 4.32320 -34.48548 1.38144
H 4.75241 -35.86065 0.35676
H 5.82001 -33.47462 -0.36423
H 4.25010 -32.97039 -0.64036
H 5.44231 -33.79844 -2.72745
H 4.09044 -34.83081 -2.36004
C 0.40357 -35.29571 -5.30357
C 0.17174 -33.87299 -4.67015
C 1.28582 -33.30669 -3.81287
C 2.54684 -33.09569 -4.52018
N 3.53840 -33.02180 -5.07466
H -0.35217 -35.56433 -6.04166
H 0.38638 -36.10004 -4.56813
H 1.38821 -35.27102 -5.77043
H -0.76832 -33.80683 -4.12243
H 0.06105 -33.18310 -5.50674
H 1.52022 -33.87909 -2.91536
H 1.03343 -32.32304 -3.41686
C 2.68171 -34.13212 4.35841
C 3.25611 -35.02477 5.42123
C 4.76962 -35.15410 5.28709
C 5.24121 -35.93334 4.13118
N 5.64024 -36.55191 3.21927
H 3.11207 -33.13207 4.41149
H 1.60751 -34.05773 4.52765
H 2.74927 -34.55370 3.35550
H 2.79219 -36.01043 5.38411
H 2.98064 -34.49376 6.33241
H 5.25514 -35.61991 6.14464
H 5.20537 -34.16800 5.12640
C 8.95032 -32.05162 5.46313
C 9.58706 -32.04480 4.05308
C 8.70193 -31.29250 3.03487
C 7.39256 -31.89051 2.84270
N 6.32167 -32.35079 2.76774
H 9.64064 -32.40673 6.22829
H 8.04903 -32.65412 5.57609
H 8.70139 -31.03787 5.77689
H 9.77377 -33.07276 3.74240
H 10.57604 -31.60874 4.19408
H 9.16796 -31.28350 2.04955
H 8.55732 -30.28006 3.41188
C 4.87711 -27.60359 -4.00365
C 4.81926 -28.57053 -5.26376
C 4.51581 -30.06035 -4.83218
C 5.37802 -30.53688 -3.75425
N 6.08096 -30.96912 -2.92679
H 4.61871 -26.57940 -4.27269
H 5.92327 -27.42610 -3.75438
H 4.29513 -27.87693 -3.12349
H 5.79177 -28.53379 -5.75464
H 4.00206 -28.25545 -5.91260
H 4.64150 -30.73258 -5.68095
H 3.46122 -30.18637 -4.58709
C 8.85963 -28.29042 0.30011
C 8.37555 -29.36792 -0.70156
C 8.90181 -29.08037 -2.13309
C 10.29948 -29.33552 -2.39724
N 11.36203 -29.58769 -2.62232
H 9.92339 -28.36762 0.52495
H 8.32182 -28.36228 1.24547
H 8.66597 -27.34228 -0.20149
H 7.28830 -29.44541 -0.70047
H 8.82635 -30.30469 -0.37391
H 8.77580 -28.04253 -2.44149
H 8.36161 -29.66255 -2.87963
C -0.55969 -34.96606 0.43294
C -0.25914 -34.43230 1.86544
C -1.53886 -33.97411 2.63010
C -2.66026 -34.95712 2.57679
N -3.54018 -35.73584 2.52308
H -1.08059 -34.30049 -0.25537
H -1.19290 -35.84188 0.57466
H 0.43035 -35.18274 0.03172
H 0.47905 -33.64051 1.73805
H 0.18106 -35.27800 2.39377
H -1.88463 -33.03647 2.19494
H -1.26961 -33.83342 3.67691
C 0.95661 -30.17198 -6.35611
C 1.35359 -29.11527 -7.40224
C 0.43861 -29.16312 -8.63756
C 0.55760 -27.97866 -9.46845
N 0.72744 -27.04695 -10.14508
H 1.23831 -31.18968 -6.62638
H -0.12464 -30.29479 -6.29366
H 1.30166 -30.00192 -5.33625
H 2.39797 -29.23267 -7.69135
H 1.32086 -28.08721 -7.04151
H -0.60819 -29.37125 -8.41624
H 0.80803 -29.99608 -9.23575
C 1.57782 -26.00354 -4.56411
C 1.10892 -27.26870 -3.75706
C 0.88047 -26.97137 -2.26343
C 2.12336 -26.69089 -1.53508
N 3.09255 -26.44349 -1.00053
H 1.51687 -26.27788 -5.61725
H 2.56821 -25.57908 -4.39960
H 0.88103 -25.19435 -4.34556
H 1.94644 -27.96519 -3.79654
H 0.19226 -27.71272 -4.14524
H 0.41481 -27.83506 -1.78875
H 0.22304 -26.11769 -2.09875
C 1.70898 -38.04898 -0.14729
C 1.59416 -37.97525 1.40525
C 2.46456 -39.05042 2.13532
C 2.45497 -38.99814 3.56725
N 2.44214 -38.99802 4.73626
H 1.31227 -38.97851 -0.55557
H 2.77911 -38.01137 -0.35097
H 1.18560 -37.29518 -0.73547
H 0.59807 -37.96580 1.84775
H 1.96338 -37.00067 1.72456
H 3.52206 -39.13024 1.88350
H 2.12676 -40.04772 1.85357
C 2.56317 -31.46951 1.49765
C 3.39999 -30.22708 1.11849
C 4.06734 -30.15294 -0.26581
C 3.12702 -30.18765 -1.43680
N 2.41037 -30.17035 -2.34477
H 3.12825 -32.35452 1.20518
H 1.62956 -31.65024 0.96492
H 2.36169 -31.50634 2.56824
H 4.13514 -30.06363 1.90648
H 2.79758 -29.32526 1.22774
H 4.81367 -30.92315 -0.46046
H 4.60818 -29.24028 -0.51609
C -1.98110 -27.67883 4.64597
C -2.02418 -29.19350 4.34304
C -0.94574 -29.76455 3.41878
C 0.38462 -29.57504 3.89369
N 1.44849 -29.37962 4.29295
H -2.90759 -27.40365 5.14994
H -1.92539 -27.00176 3.79357
H -1.14086 -27.39169 5.27815
H -3.00956 -29.43810 3.94644
H -2.02458 -29.73720 5.28776
H -1.05939 -29.25669 2.46104
H -1.09449 -30.81806 3.18196
C 5.15349 -31.72495 6.95097
C 6.08678 -31.68170 8.16494
C 5.41693 -31.15824 9.47234
C 4.94339 -29.75568 9.40383
N 4.64037 -28.63367 9.34793
H 5.60326 -31.71807 5.95812
H 4.34636 -30.99988 7.05553
H 4.66648 -32.69975 6.92467
H 6.91139 -31.00124 7.95262
H 6.54414 -32.63462 8.43111
H 6.14322 -31.16438 10.28509
H 4.56355 -31.74987 9.80375
C -1.90579 -30.64581 0.02550
C -0.95143 -30.65039 -1.11214
C -1.47479 -29.86881 -2.31021
C -2.55359 -30.52047 -3.05295
N -3.41294 -31.08060 -3.60256
H -1.49418 -30.96687 0.98238
H -2.74079 -31.27614 -0.28035
H -2.35753 -29.66963 0.20187
H -0.67716 -31.67127 -1.37797
H -0.03309 -30.15670 -0.79427
H -0.68364 -29.75953 -3.05199
H -1.80416 -28.90546 -1.92089
```

---

(4)
ORCA calculation (ωB97M-V/def2-TZVPD) on C5H10O in the gas phase in a non-equilibrium geometry.

For the electronic energy, the calculation gives -271.724711 Ha. The value obtained for the lowest unoccupied orbital energy is 1.12 eV. As for the frontier orbital gap: 10.7 eV. The value obtained for the relative energy (zero: lowest compared OMol25 entry of this formula, charge and spin) is 73.3 kJ/mol. The value obtained for the highest occupied orbital energy is -9.58 eV. The calculation puts the molar mass at 86.13 g mol⁻¹.

The geometry in XYZ format:
```
16
C5H10O (ωB97M-V/def2-TZVPD)
C -1.30719 -0.88761 1.11819
C -0.11095 -0.12073 0.56123
C 0.62440 -0.71775 -0.64217
C 1.43522 0.46936 -1.09749
O 0.66627 1.66927 -0.79854
C -0.45575 1.27633 -0.00292
H -1.00089 -1.78352 1.67175
H -1.88655 -0.25940 1.80706
H -1.98338 -1.20762 0.31561
H 0.62213 0.05956 1.35952
H 1.43312 -1.44676 -0.52132
H -0.10146 -1.09599 -1.38047
H 1.75611 0.29863 -2.14407
H 2.33579 0.51832 -0.46840
H -0.64239 1.97016 0.83467
H -1.37422 1.25457 -0.61878
```

---

(5)
ORCA calculation (ωB97M-V/def2-TZVPD) on an isolated ion of composition C8H18IN2O and charge +1 in a non-equilibrium geometry.

For the electronic energy, the calculation gives -797.699128 Ha. The value obtained for the lowest unoccupied orbital energy is -3.25 eV. As for the frontier orbital gap: 8.7 eV. The value obtained for the relative energy (zero: lowest compared OMol25 entry of this formula, charge and spin) is 283.9 kJ/mol. The value obtained for the highest occupied orbital energy is -11.95 eV. As for the net charge: +1. The calculation puts the molar mass at 285.15 g mol⁻¹.

The geometry in XYZ format:
```
30
C8H18IN2O (ωB97M-V/def2-TZVPD)
C -2.60152 -1.01230 -1.55836
C -1.98444 -0.26018 -0.63971
C -3.73085 -0.64528 -2.50445
C 2.13773 2.38890 0.24861
C -0.54569 -2.24476 0.01738
C 2.32022 1.10018 1.10169
C 1.71612 -0.14035 0.39640
C -0.65584 -0.75919 0.16219
N 1.60441 1.10596 2.43369
N 0.37709 0.14735 0.00083
O 2.40024 -0.39795 -0.86151
I -1.46001 -0.22638 2.30441
H -2.38469 -1.96460 -1.85298
H -2.42123 0.74559 -0.46777
H -3.53245 -1.03032 -3.40291
H -4.82735 -0.92558 -2.21220
H -3.93028 0.33138 -2.64997
H 2.81443 3.02256 0.57768
H 2.27928 2.08828 -0.70475
H 1.04089 2.82194 0.48388
H 0.18900 -2.66553 0.70308
H -0.17682 -2.54994 -0.88445
H -1.63271 -2.76105 0.10078
H 3.45043 1.13605 1.20799
H 1.76678 -1.15074 0.80512
H 1.92186 1.94967 2.93282
H 1.95428 0.30456 2.92631
H 0.04180 0.91299 -0.57119
H 0.62113 1.22844 2.43315
H 3.24819 -0.54972 -0.52577
```

---

(6)
ORCA calculation (ωB97M-V/def2-TZVPD) on C5H9N3O3 in the gas phase in a non-equilibrium geometry.

For the electronic energy, the calculation gives -585.677034 Ha. The value obtained for the lowest unoccupied orbital energy (alpha / beta) is -0.57 / -0.57 eV. As for the frontier orbital gap (alpha / beta): 9.3 / 9.3 eV. The value obtained for the relative energy (zero: lowest compared OMol25 entry of this formula, charge and spin) is 622.7 kJ/mol. The value obtained for the highest occupied orbital energy (alpha / beta) is -9.88 / -9.88 eV. The calculation puts the molar mass at 159.15 g mol⁻¹.

The geometry in XYZ format:
```
20
C5H9N3O3 (ωB97M-V/def2-TZVPD)
C -0.36131 -1.04062 -1.24312
C -0.04506 -2.35093 -0.40113
C -0.87065 -0.16706 -0.15580
C 0.02998 1.76718 1.41452
C 0.15052 0.99023 0.11671
N -0.55029 -2.19930 0.87782
N -1.01956 -1.03486 1.05889
N -2.20530 0.34795 -0.49739
O -1.56668 -0.67118 2.11301
O -2.49261 1.50445 -0.21737
O -2.97293 -0.45698 -1.05026
H 0.72981 -0.75647 -1.68541
H -1.18665 -1.13580 -2.05407
H -0.77487 -3.22897 -0.78964
H 1.06167 -2.62499 -0.53889
H -0.91844 1.95548 1.74312
H 0.44565 2.75345 1.23382
H 0.57748 1.29204 2.24470
H 1.07161 0.29318 0.12832
H -0.01133 1.62701 -0.74803
```